Entry 1:
The following is a quantum chemistry calculation of a cluster of 11 separate species, C25H72O11 in total, from OMol25.

## Properties
E_LUMO = 0.35 eV
ΔE to the lowest compared entry with this formula, charge and spin = 173.78 kJ/mol
charge = 0
energy = -1823.21630 Ha
structure (SMILES) = CC(C)O.CC(C)O.CC(C)O.CC(C)O.CC(C)O.CC(C)O.CC(C)O.CO.CO.CO.CO
maximum force = 3.1 eV Å⁻¹
frontier orbital gap = 9.78 eV

```
108
Properties=species:S:1:pos:R:3:forces:R:3
C 6.15272 -1.93396 -1.96087 0.374 0.688 0.857
C 4.77907 -2.43538 -1.62474 0.136 0.624 0.869
C 3.73726 -1.32357 -1.71592 0.215 -0.219 0.392
O 4.49354 -3.44287 -2.53630 -0.697 -1.321 -0.601
H 6.48207 -1.20255 -1.22284 -0.064 0.368 -0.080
H 6.05066 -1.44663 -2.93050 0.615 -0.034 -0.190
H 6.91144 -2.71497 -1.91137 -0.197 -0.148 -0.472
H 4.77457 -2.85560 -0.61901 -0.160 -0.257 -0.057
H 2.75427 -1.77106 -1.86282 -0.038 0.029 -0.244
H 4.04041 -0.68718 -2.54731 -0.438 0.270 -0.112
H 3.66874 -0.74787 -0.79290 0.229 0.170 -0.054
H 4.48280 -3.02438 -3.40021 -0.047 -0.123 -0.276
C -2.18118 -1.10760 3.27267 -0.082 -0.402 0.140
C -3.41165 -0.31311 2.82368 0.438 -0.119 0.529
C -3.98936 0.55840 3.95095 -0.283 -0.629 -0.356
O -2.97368 0.53454 1.77021 0.615 0.199 -0.321
H -1.81794 -1.81359 2.52585 0.082 0.387 -0.430
H -2.33111 -1.76344 4.13028 -0.576 0.252 0.247
H -1.38212 -0.43059 3.57478 0.088 0.109 -0.222
H -4.13812 -0.97344 2.35006 -0.362 -0.247 0.524
H -4.59511 1.33346 3.48142 0.024 0.220 0.205
H -3.19881 0.99118 4.56399 0.006 0.121 -0.210
H -4.64784 -0.00423 4.61273 0.029 -0.149 -0.004
H -3.72142 0.96623 1.35051 -0.025 0.134 -0.152
C -1.82378 4.21373 0.89155 0.162 -0.619 -0.731
C -2.48228 4.11785 2.22114 0.587 -0.125 0.815
C -1.70058 3.31657 3.22376 0.323 -1.165 0.512
O -2.52321 5.40545 2.76162 -0.411 1.822 0.038
H -1.55494 3.22345 0.52390 -0.091 -0.234 0.117
H -0.87728 4.74319 1.00064 -0.193 0.397 -0.191
H -2.51411 4.63043 0.15813 0.311 0.465 -0.027
H -3.51274 3.76661 2.16741 -0.059 -0.509 -0.337
H -1.37410 2.34383 2.85595 -0.457 -0.229 0.083
H -2.33929 3.22599 4.10236 0.016 -0.494 0.175
H -0.78314 3.76507 3.60489 -0.006 0.654 -0.452
H -2.81332 5.33995 3.67439 -0.050 0.100 0.069
C -5.40380 -4.66837 -0.13854 0.919 0.613 -0.974
C -4.01573 -4.05859 -0.53822 -2.640 -0.058 0.182
C -4.15385 -2.55358 -0.77038 -0.685 -0.380 -0.748
O -3.18595 -4.28686 0.51544 2.655 -0.725 1.436
H -6.08792 -4.49287 -0.96877 -0.375 -0.114 0.258
H -5.72239 -4.15994 0.77145 -0.338 -0.047 0.002
H -5.28641 -5.73729 0.03960 -0.079 0.078 0.035
H -3.67106 -4.66926 -1.37272 0.345 0.520 -0.206
H -4.94502 -2.37165 -1.49774 0.028 0.051 -0.285
H -3.25619 -2.04675 -1.12455 0.045 -0.122 0.281
H -4.54149 -2.11333 0.14833 0.322 0.149 0.211
H -3.57134 -4.05670 1.36403 -0.274 0.128 -0.127
C 1.29327 -2.64754 1.54299 -0.435 -0.062 -0.267
C 2.65748 -2.82921 2.17270 0.032 -0.846 -0.262
C 3.27781 -4.17062 1.82098 -0.895 -0.700 0.895
O 3.52310 -1.85397 1.68511 1.008 0.334 -0.363
H 1.35819 -2.70842 0.45663 0.387 0.477 -0.196
H 0.92763 -1.67085 1.85999 -0.360 0.008 -0.264
H 0.53634 -3.41144 1.72078 0.097 -0.115 0.783
H 2.58424 -2.70954 3.25363 -0.131 -0.213 0.349
H 2.77653 -4.94842 2.39705 -0.310 -0.087 0.187
H 4.31134 -4.27940 2.14973 0.159 0.372 -0.614
H 3.04106 -4.44474 0.79292 0.700 0.230 -0.226
H 3.08078 -1.00211 1.66815 -0.271 0.575 -0.103
C 3.27728 4.75581 -2.94682 -0.223 -0.380 0.361
C 3.50245 3.34598 -2.32652 -1.058 1.547 -1.366
C 2.30831 2.44034 -2.65953 0.348 0.236 0.915
O 4.62899 2.83909 -2.95710 1.221 -1.009 -0.135
H 2.33181 5.17928 -2.60790 -0.009 0.183 -0.054
H 3.29495 4.68489 -4.03436 -0.223 -0.145 -0.014
H 4.08921 5.43388 -2.68396 0.019 0.034 0.220
H 3.70279 3.51249 -1.26811 -0.402 -0.527 0.333
H 2.43381 1.43569 -2.25577 0.099 -0.005 0.072
H 2.13937 2.35102 -3.73265 0.170 0.234 -0.038
H 1.43863 2.89339 -2.18361 -0.245 -0.118 -0.093
H 5.37600 3.33917 -2.62021 0.273 -0.098 -0.168
C 2.20465 3.03853 1.94117 0.184 -0.598 0.715
C 2.66918 1.63628 2.41708 -1.654 0.229 0.337
C 1.94496 1.13582 3.71035 0.908 1.089 -0.436
O 2.34786 0.69971 1.39270 1.433 -0.067 -0.173
H 2.46317 3.18343 0.89223 0.248 0.045 0.091
H 2.66917 3.79238 2.57681 -0.032 0.228 -0.166
H 1.12264 3.14158 2.02322 -0.098 -0.084 0.043
H 3.74195 1.68289 2.60443 0.067 -0.456 -0.364
H 2.20809 0.09484 3.89805 -0.191 -0.005 -0.087
H 0.87085 1.29930 3.62283 -0.058 -0.295 -0.097
H 2.28955 1.72631 4.55928 -0.019 0.020 0.181
H 1.40382 0.77413 1.23506 -0.630 -0.075 0.180
C -3.40809 1.17144 -2.17896 1.653 0.457 -0.533
O -3.32243 2.19965 -1.20366 -0.984 0.024 0.570
H -3.42097 1.61713 -3.17359 -0.601 -0.110 -0.209
H -2.43062 0.69036 -2.14430 -0.245 -0.875 -0.131
H -4.22356 0.46140 -2.04126 0.048 0.381 0.329
H -2.58825 2.76982 -1.44343 -0.008 0.014 0.033
C -0.89101 0.92721 -4.55862 1.106 0.395 -0.892
O -1.66233 -0.24881 -4.72415 -0.130 0.354 1.076
H -0.20598 0.99020 -5.40412 0.062 0.323 -0.168
H -1.40013 1.88652 -4.46573 -0.721 -0.174 -0.227
H -0.21819 0.92909 -3.70107 -0.316 -0.868 0.333
H -2.13675 -0.24050 -5.55869 0.108 0.136 -0.040
C -0.23394 0.24431 -0.43044 0.054 0.218 0.965
O -0.33156 0.54393 1.00705 0.795 -0.268 -1.886
H 0.78222 -0.10483 -0.61381 -0.017 -0.082 0.091
H -0.92878 -0.51087 -0.79787 -0.126 -0.173 0.470
H -0.38193 1.12600 -1.05400 -0.076 0.341 0.214
H -1.23558 0.48680 1.32499 -0.726 0.046 -0.197
C -1.22530 -3.62864 -2.75327 0.707 0.616 -0.117
O -1.38982 -2.89794 -3.95705 -0.410 -0.763 -0.365
H -0.17424 -3.89864 -2.65095 0.189 0.013 0.281
H -1.52155 -2.99566 -1.91681 -0.022 -0.390 0.304
H -1.76523 -4.57551 -2.75304 -0.359 0.267 -0.231
H -1.31255 -1.95087 -3.82038 -0.026 0.086 0.035
```
Forces are in eV/Å.

***

Entry 2:
The following is a quantum chemistry calculation of the molecule C4H10N2O, from OMol25.

## Properties
E_LUMO = 0.92 eV
ΔE to the lowest compared entry with this formula, charge and spin = 104.39 kJ/mol
charge = 0
energy = -343.16170 Ha
structure (SMILES) = C[C@H](N)CC(N)=O
maximum force = 2.1 eV Å⁻¹
frontier orbital gap = 9.91 eV

```
17
Properties=species:S:1:pos:R:3:forces:R:3
C 1.13750 -1.02602 1.23646 0.181 -1.630 0.705
C 0.92983 -0.79958 -0.23886 0.803 0.508 -1.868
N 2.23385 -0.62436 -0.93270 -0.852 0.011 -0.654
C 0.11332 0.44217 -0.63470 0.074 -0.330 1.848
C -1.24458 0.54392 0.03828 -1.273 1.155 -0.402
N -2.04107 1.58298 -0.45777 -0.003 0.293 -0.836
O -1.61956 -0.04522 1.02155 0.266 -0.450 0.259
H 2.07128 -0.58245 1.59348 -0.410 0.612 -0.087
H 1.31763 -2.09250 1.48445 -0.115 0.218 -0.548
H 0.26302 -0.80114 1.82223 -0.062 0.509 0.286
H 0.42591 -1.59050 -0.83287 0.256 -0.235 1.040
H 2.86807 -1.39495 -0.82569 0.234 0.120 0.197
H 2.65706 0.29773 -0.90109 -0.061 -0.446 0.378
H 0.62350 1.31057 -0.18952 0.067 0.131 -0.622
H 0.04615 0.47816 -1.70895 0.031 0.385 -0.340
H -2.89268 1.87656 -0.00909 0.065 -0.665 0.666
H -2.12952 1.80286 -1.43943 0.799 -0.187 -0.021
```
Forces are in eV/Å.

***

Entry 3:
The following is a quantum chemistry calculation of a structure of composition C15H34AsCl8F6N2O3, from OMol25.

## Properties
E_LUMO = 1.90 eV
charge = -1
energy = -7443.94739 Ha
maximum force = 4.6 eV Å⁻¹
frontier orbital gap = 8.85 eV

```
69
Properties=species:S:1:pos:R:3:forces:R:3
As -0.12529 0.21243 0.78453 -0.609 1.422 -0.373
F -0.04454 1.83044 -0.01580 0.046 -1.409 0.396
F -1.93350 0.41487 1.00324 2.431 0.143 0.201
F -0.22501 -1.35523 1.61224 -0.187 2.154 -1.022
F 1.67157 -0.03192 0.48530 -2.294 0.179 0.156
F 0.27385 1.10248 2.30081 -0.598 -1.400 -1.381
F -0.56115 -0.52866 -0.78173 0.950 0.486 1.214
Cl -1.99646 -4.93609 -0.62966 -0.467 0.283 -0.191
C -1.76738 -3.24775 -1.18098 -0.009 1.080 0.233
C -3.02491 -2.36475 -1.06785 -0.059 -1.239 0.519
Cl -3.43647 -2.16811 0.68548 -0.169 -0.113 -0.460
H -1.42142 -3.26366 -2.21450 0.006 -0.120 0.037
H -0.99384 -2.82924 -0.53710 -0.023 -0.138 -0.243
H -3.84289 -2.91489 -1.53299 -0.175 0.230 0.103
H -2.96031 -1.36391 -1.49475 0.478 -0.230 0.039
Cl 1.55803 -3.06295 -4.02498 -0.013 -0.518 -0.235
C 1.98975 -2.72297 -2.32830 1.382 -0.496 0.255
C 2.49544 -3.98480 -1.54239 -1.255 -0.049 -0.120
Cl 1.21926 -4.55484 -0.38803 0.551 -0.050 -0.537
H 1.10850 -2.19108 -1.96969 0.435 -0.192 0.672
H 2.87820 -2.09649 -2.40760 -0.348 0.475 0.099
H 3.38446 -3.91108 -0.91604 -0.083 0.871 -0.202
H 2.72478 -4.77839 -2.25354 -0.348 -0.036 0.027
Cl -2.72260 -1.33297 5.51512 0.200 1.305 -1.113
C -2.20746 0.09278 4.38627 -1.421 -0.059 -0.090
C -3.43380 1.03248 3.89059 1.739 -1.372 0.740
Cl -3.88584 2.18670 5.14421 -0.077 0.455 0.479
H -1.69766 -0.33867 3.52484 -0.411 -0.221 0.064
H -1.43870 0.59943 4.96971 -0.476 0.351 -0.057
H -4.35857 0.50032 3.66761 0.479 -0.337 -0.151
H -3.08693 1.59527 3.02397 0.001 -0.169 0.057
Cl 3.18443 1.05308 -4.93043 0.163 0.541 -0.144
C 2.06951 2.08520 -3.92573 -0.161 -2.099 -0.137
C 1.18696 1.03505 -3.18285 0.244 1.734 0.260
Cl 0.08841 0.18710 -4.26410 -0.188 -0.160 -0.357
H 1.48304 2.69233 -4.61532 0.140 0.047 0.260
H 2.72080 2.65018 -3.25885 -0.353 0.024 0.001
H 0.54092 1.58373 -2.49752 0.113 -0.181 0.253
H 1.80238 0.30565 -2.65622 -0.089 0.153 -0.037
C -3.89556 3.84267 -0.83607 -0.767 -0.282 0.062
C -2.99694 3.43327 -1.98470 -0.139 -0.408 -0.140
C -3.39837 4.00687 -3.38486 0.538 -0.566 0.744
O -1.65010 3.74351 -1.69240 0.538 0.882 -0.763
H -3.84711 4.90714 -0.60659 -0.057 0.000 -0.099
H -3.72949 3.26697 0.07448 0.748 0.077 0.072
H -4.91671 3.52267 -1.04333 -0.314 0.461 -0.384
H -3.07360 2.34774 -2.04684 -0.072 -0.276 -0.245
H -4.20490 3.41432 -3.81673 -0.345 0.167 0.312
H -2.58624 3.85343 -4.09549 0.277 0.177 0.204
H -3.66364 5.06381 -3.35997 -0.008 -0.028 0.069
H -1.29408 3.24049 -0.95632 -0.285 -0.332 0.189
O 2.10403 -5.07460 3.07927 -0.233 3.051 -0.060
C 1.81144 -3.85318 2.84614 1.404 -4.338 0.047
N 0.55595 -3.48673 2.72530 -2.042 0.703 0.023
C 2.86380 -2.81544 2.59564 -0.056 0.261 -0.003
H 0.26082 -2.66403 2.21918 0.670 -0.297 0.543
H -0.21728 -4.11638 2.88578 0.585 -0.466 0.088
H 3.12124 -2.32056 3.53208 0.114 -0.120 0.107
H 2.48761 -2.02811 1.94242 0.056 -0.028 -0.165
H 3.74787 -3.29294 2.17316 -0.090 0.074 0.089
O 5.38292 3.08557 1.65867 -0.842 -0.634 -0.543
C 4.40474 2.38612 1.38069 0.132 -0.829 2.732
N 3.59604 2.62520 0.36436 0.016 1.402 -1.586
C 3.91133 1.24986 2.29009 0.386 -0.034 0.502
H 3.83512 3.52676 -0.02313 -0.441 -0.186 -0.727
H 2.80578 2.08529 0.04173 0.109 0.032 0.484
H 2.83305 1.13697 2.40261 -0.057 0.270 -0.679
H 4.23516 1.43964 3.31342 0.528 -0.047 -0.172
H 4.30122 0.29241 1.94456 0.105 -0.030 0.084
```
Forces are in eV/Å.

***

Entry 4:
The following is a quantum chemistry calculation of the molecule C11H18O4, from OMol25.

## Properties
E_LUMO = 0.57 eV
ΔE to the lowest compared entry with this formula, charge and spin = 33.25 kJ/mol
charge = 0
energy = -730.95496 Ha
structure (SMILES) = CCCCC[C@@H]1C[C@H](CC(=O)O)C(=O)O1
maximum force = 0.9 eV Å⁻¹
frontier orbital gap = 10.89 eV

```
33
Properties=species:S:1:pos:R:3:forces:R:3
C -3.74789 -1.78362 -0.30312 -0.189 0.188 -0.022
C -4.33936 -0.41052 -0.00854 0.127 -0.057 0.212
C -3.38666 0.53515 0.72554 -0.153 0.105 -0.310
C -2.13625 0.91866 -0.07678 0.043 -0.144 0.330
C -0.90980 0.07891 0.28024 0.137 0.467 -0.453
C 0.31690 0.50267 -0.52097 -0.152 -0.754 -0.026
C 1.56482 -0.35304 -0.24996 -0.056 0.201 -0.126
C 2.70582 0.65603 -0.33180 -0.124 0.066 0.148
C 3.86287 0.41634 0.63864 0.009 0.076 -0.244
C 4.61514 -0.83665 0.26570 -0.115 -0.093 0.411
O 4.66418 -1.84100 0.92133 -0.016 -0.150 0.123
O 5.22858 -0.71802 -0.91818 0.236 0.289 -0.635
C 2.00166 1.98406 -0.03495 0.835 -0.231 -0.080
O 2.52872 3.01467 0.26452 -0.060 0.102 0.047
O 0.68447 1.83995 -0.16639 -0.505 0.347 0.129
H -2.93707 -1.71407 -1.02367 0.132 -0.066 -0.080
H -4.51079 -2.43786 -0.71967 0.008 -0.118 -0.057
H -3.36865 -2.24006 0.60869 0.082 -0.104 0.081
H -5.23280 -0.53854 0.60738 -0.061 0.031 -0.066
H -4.65271 0.05496 -0.94589 -0.078 0.048 0.001
H -3.94426 1.44283 0.96462 0.019 -0.007 0.101
H -3.08701 0.08047 1.67183 -0.012 0.016 0.122
H -1.88409 1.96272 0.11342 -0.015 0.022 -0.083
H -2.34487 0.82270 -1.14425 -0.001 0.051 -0.118
H -1.09305 -0.97804 0.08750 0.030 -0.096 0.037
H -0.68750 0.20074 1.34230 0.067 -0.085 0.064
H 0.07521 0.51138 -1.59305 0.034 -0.001 0.134
H 1.65725 -1.16649 -0.96594 -0.021 -0.063 0.023
H 1.51354 -0.77974 0.75361 -0.016 -0.026 0.030
H 3.10527 0.72412 -1.34986 -0.080 0.046 0.063
H 3.49300 0.31274 1.65915 0.066 -0.042 -0.071
H 4.53868 1.27185 0.58541 -0.003 -0.020 0.049
H 5.70667 -1.53328 -1.13684 -0.169 0.001 0.269
```
Forces are in eV/Å.